134
Properties=species:S:1:pos:R:3 method="wB97M-V/def2-TZVPD" homo_ev="-6.3 / -6.9" e_lumo_ev="-1.44 / -1.43" molar_mass_g_mol=1285.5 gap_ev="4.827 / 5.424" s2=0.79 spin_multiplicity=2 e_above_lowest_kcal_mol=0.00
Re -0.3384 -0.3671 -0.0159
C 2.0388 2.5087 6.9714
C 1.1937 1.4133 7.0338
C 0.8484 0.7120 5.8895
C 1.3667 1.0450 4.6295
C 2.1356 2.2203 4.5847
C 2.4808 2.9239 5.7262
C 1.0263 0.3526 3.3544
C 1.8062 0.5799 2.2145
C 3.2105 0.9001 2.2363
C 3.6502 0.8843 0.9600
C 2.5044 0.6512 0.1283
C 2.4572 0.9460 -1.2304
C 3.5823 0.6596 -2.1407
C 3.5277 1.0017 -3.4984
C 4.5337 0.6394 -4.3783
C 5.6131 -0.1112 -3.9379
C 5.6530 -0.5204 -2.6132
C 4.6467 -0.1565 -1.7341
C 1.2875 1.6439 -1.6633
N 0.0748 1.4320 -1.1187
C -0.7457 2.4436 -1.5660
C -2.0818 2.5628 -1.2426
C -2.8506 3.6968 -1.8210
C -3.0586 3.7822 -3.1931
C -3.7902 4.8337 -3.7267
C -4.3126 5.8120 -2.8945
C -4.1024 5.7363 -1.5231
C -3.3780 4.6823 -0.9885
C -2.7775 1.6593 -0.4275
C -4.1943 1.6609 -0.2955
C -4.5348 0.5507 0.4213
C -3.3192 -0.0895 0.7814
N -2.2545 0.5579 0.2221
C -3.1882 -1.1060 1.7589
C -1.9897 -1.2567 2.4041
C -1.8311 -1.8467 3.7050
C -0.6800 -1.3551 4.2039
C -0.0956 -0.4903 3.1984
N -0.8365 -0.5738 2.0594
C -4.3668 -1.8604 2.2563
C -4.3670 -3.2499 2.1622
C -5.4364 -3.9922 2.6405
C -6.5200 -3.3535 3.2251
C -6.5212 -1.9701 3.3402
C -5.4515 -1.2284 2.8626
C 0.0023 3.3329 -2.3936
C 1.2630 2.8275 -2.4727
N 1.4056 0.3883 0.9215
H 2.3124 3.0500 7.8673
H 0.7743 1.1030 7.9824
H 0.1331 -0.0788 6.0085
H 2.4264 2.6390 3.6341
H 3.0796 3.8206 5.6289
H 3.8075 1.0339 3.1205
H 4.6398 1.1271 0.6131
H 2.6673 1.5218 -3.8886
H 4.4577 0.9246 -5.4203
H 6.3936 -0.4072 -4.6266
H 6.4576 -1.1547 -2.2644
H 4.6670 -0.5626 -0.7341
H -2.6499 3.0156 -3.8424
H -3.9456 4.8869 -4.7970
H -4.8796 6.6335 -3.3126
H -4.5020 6.5000 -0.8685
H -3.2119 4.6180 0.0798
H -4.8554 2.3993 -0.7168
H -5.5233 0.2174 0.6866
H -2.5408 -2.4988 4.1866
H -0.2303 -1.6085 5.1450
H -3.5251 -3.7500 1.7013
H -5.4198 -5.0712 2.5533
H -7.3565 -3.9307 3.5971
H -7.3529 -1.4650 3.8145
H -5.4414 -0.1534 2.9909
H -0.3720 4.2430 -2.8347
H 2.1147 3.2783 -2.9541
Br -0.6663 4.9464 -5.9771
C -0.6199 3.0856 -6.3278
C 0.4684 2.3470 -5.8898
C 0.5226 0.9884 -6.1437
C -0.5067 0.3748 -6.8560
C -1.5697 1.1362 -7.3234
C -1.6469 2.4923 -7.0416
N -0.4571 -0.9853 -7.3325
N -0.0308 -1.9329 -6.6578
C 0.1993 -1.7893 -5.2534
C 1.4279 -2.1582 -4.7628
C 1.7821 -1.9425 -3.4263
C 0.8463 -1.4333 -2.5370
O 1.1000 -1.1427 -1.2929
C -0.4694 -1.1782 -3.0140
N -1.3630 -0.7778 -2.0595
C -2.5938 -0.5308 -2.4432
C -3.0311 -0.6875 -3.7720
C -2.1540 -1.0948 -4.7299
C -0.8082 -1.3326 -4.3691
H 1.2664 2.8327 -5.3487
H 1.3812 0.4226 -5.8081
H -2.3330 0.6539 -7.9206
H -2.4784 3.0836 -7.3991
H 2.1557 -2.5614 -5.4569
H 2.7820 -2.1642 -3.0822
H -3.3044 -0.2287 -1.6928
H -4.0718 -0.5037 -4.0000
H -2.4817 -1.2645 -5.7467
C 1.0163 -5.1184 1.4994
Si 1.2464 -3.4691 0.5944
C 2.4056 -2.5472 1.7538
C 2.3564 -3.8817 -0.8760
C -0.4310 -2.6482 0.2742
Si -1.5574 -3.8085 -0.7072
C -1.8789 -5.4002 0.2941
C -3.3136 -3.1701 -1.0581
C -0.9255 -4.4673 -2.3576
H 1.9952 -5.4394 1.8666
H 0.6286 -5.9158 0.8656
H 0.3526 -5.0270 2.3633
H 3.1705 -3.2679 2.0592
H 1.9278 -2.1786 2.6616
H 2.9151 -1.7188 1.2632
H 2.9225 -4.7861 -0.6332
H 3.0735 -3.0721 -1.0306
H 1.8449 -4.0539 -1.8202
H -0.9059 -2.8310 1.2490
H -1.6926 -5.2958 1.3645
H -1.2528 -6.2221 -0.0582
H -2.9184 -5.7104 0.1593
H -4.0459 -3.8810 -0.6708
H -3.4810 -3.0870 -2.1346
H -3.5326 -2.2056 -0.6072
H 0.0766 -4.8906 -2.2865
H -0.9300 -3.7451 -3.1754
H -1.5998 -5.2836 -2.6384